1.
# C19H24F6N4O2PPt

A structure of composition C19H24F6N4O2PPt at a distorted geometry (ωB97M-V with the def2-TZVPD basis set, the Open Molecules 2025 dataset).

Structure (XYZ):
```
57
Properties=species:S:1:pos:R:3
F 0.74 0.04 -2.42
C 1.97 1.21 0.58
Pt -0.86 0.57 -0.94
H -0.42 -3.84 2.70
C -3.22 2.28 -5.40
N -2.78 0.38 -3.42
H -2.21 -2.27 1.76
H 0.69 -3.71 -0.15
N -3.93 2.03 -6.28
O -0.29 -0.71 0.50
C -0.28 -3.30 1.76
C 2.93 0.75 -0.54
C 0.51 -4.22 0.80
C 2.51 2.47 1.27
F -0.70 -1.79 -2.18
H -2.92 3.66 2.29
H -3.22 2.15 3.14
C -2.38 2.55 -4.30
H -0.46 3.36 2.52
H 3.20 -1.46 4.17
H -1.21 3.23 4.11
F -0.12 -1.06 -4.25
H 3.57 2.35 1.50
H 2.41 3.32 0.60
C 0.66 -0.90 1.31
H 2.57 -0.16 -1.02
C -2.44 1.95 1.24
H 3.02 1.53 -1.30
H -1.60 -2.67 0.14
P 0.73 -1.57 -3.00
F 0.69 -3.08 -3.48
O -1.41 1.86 -2.32
H 1.50 -3.18 3.70
C -1.13 2.76 3.14
H -2.44 -0.39 -2.87
C -1.66 -3.02 1.17
C 2.61 -0.17 2.55
C 0.62 -2.13 2.09
H -3.23 0.14 -4.29
C -2.16 1.57 -3.33
C 1.53 -2.28 3.11
H 1.47 -4.51 1.23
N -1.35 4.89 -3.99
H 1.98 2.69 2.20
C 2.50 -1.31 3.36
H 3.42 0.52 2.73
H -2.24 -3.95 1.18
H -0.07 -5.12 0.60
H 1.01 1.48 0.11
F 2.10 -1.26 -3.73
C -1.80 3.84 -4.13
C -2.52 2.67 2.50
N -2.37 1.38 0.24
C 1.75 0.06 1.52
H 3.91 0.55 -0.11
H -0.69 1.77 3.27
F 1.50 -1.97 -1.64
```

The calculation puts the total energy at -58991.92120 eV. Its multiplicity is 2. The orbital gap (alpha / beta) comes out at 6.177 / 4.409 eV.

2.
# C12H22F11IrN4O5SSb

A structure of composition C12H22F11IrN4O5SSb at a distorted geometry (ωB97M-V with the def2-TZVPD basis set, the Open Molecules 2025 dataset).

Structure (XYZ):
```
57
Properties=species:S:1:pos:R:3
O -0.81 0.86 1.17
H -2.41 2.32 -0.88
F 2.78 -2.89 -1.95
H -2.52 1.16 3.35
C -1.25 -2.06 3.86
H 0.96 -4.39 -0.95
F -0.16 3.12 2.52
H 3.28 -2.14 1.17
F 1.67 1.48 2.02
F 1.23 4.44 1.54
O -0.42 3.63 -3.26
N 2.45 -2.65 0.95
C 1.33 2.15 0.91
O -1.11 -0.33 -1.09
O -3.21 -0.17 -1.83
H -1.35 -2.89 3.15
H -3.32 2.10 1.19
F 3.47 -0.57 -2.96
O 1.57 -0.66 0.47
H -2.31 2.24 -2.65
H 0.44 -4.47 0.77
H -0.57 0.03 3.85
N 0.39 -2.55 -0.09
H 2.87 1.38 -1.40
S -1.62 -0.33 1.76
C -1.91 1.84 -1.72
H -4.70 1.68 2.19
C 0.45 3.38 1.37
H 2.14 2.87 -3.36
H -0.26 -1.98 -0.63
C -3.86 1.27 1.64
H -4.26 0.62 0.85
F -0.48 3.70 0.46
C -2.16 0.33 -1.57
C 0.27 -4.00 -0.20
C 1.66 2.76 -2.39
F 0.99 -0.95 -2.40
H 1.99 0.71 -2.57
C -0.65 -0.83 3.19
H -2.22 -1.86 4.30
Sb 2.28 -1.96 -3.51
H -0.58 -2.39 4.66
C 1.46 -1.94 0.39
F 3.54 -2.81 -4.57
H 2.04 3.53 -1.72
C 0.17 2.91 -2.51
N -0.51 2.06 -1.60
N 1.95 1.41 -1.82
F 2.49 2.67 0.41
F 0.91 -3.20 -3.82
Ir 0.48 0.81 -0.49
H 2.57 -3.61 0.67
H 0.34 -1.03 2.77
H -0.75 -4.23 -0.51
H -3.51 -0.30 3.10
C -2.97 0.51 2.60
F 1.70 -0.80 -4.88
```

The charge is +1. The calculation puts the total energy at -79099.95131 eV. Its multiplicity is 1. The orbital gap (alpha / beta) comes out at 5.777 / 5.850 eV.

3.
# H16O8

A cluster of 8 separate species, H16O8 in total at a distorted geometry (ωB97M-V with the def2-TZVPD basis set, the Open Molecules 2025 dataset).

Structure (XYZ):
```
24
Properties=species:S:1:pos:R:3
H 0.24 -0.33 -1.42
H 4.53 0.16 -2.26
H -5.53 2.40 -0.54
H -4.04 2.38 -0.72
H 1.86 0.65 2.08
O 3.79 -0.17 -1.61
O 1.27 -2.60 -2.53
H 0.85 -1.67 -2.30
O -2.15 -0.44 3.46
H 2.31 2.02 2.13
H -2.85 -0.62 4.11
O -0.71 -0.46 -1.22
H 0.73 -5.24 1.94
H -1.06 3.87 -1.62
H 3.56 -1.03 -2.01
O -4.74 2.73 -0.07
H 1.42 -2.97 -1.66
H 1.86 -4.42 1.09
H -0.60 -0.75 -0.35
O -0.66 4.70 -1.61
H -2.58 0.24 3.04
O 1.72 1.54 1.63
O 0.88 -4.55 1.30
H -0.08 4.57 -0.85
```

The calculation puts the total energy at -16638.08289 eV. Its multiplicity is 1. The orbital gap comes out at 11.506 eV. Its SMILES is O.O.O.O.O.O.O.O.

4.
# CH5IP2

A structure of composition CH5IP2 at a distorted geometry (ωB97M-V with the def2-TZVPD basis set, the Open Molecules 2025 dataset).

Structure (XYZ):
```
9
Properties=species:S:1:pos:R:3
C -1.79 1.10 0.07
H -1.80 1.85 -0.71
H -0.38 -0.18 1.60
P 2.42 -1.27 0.04
H 1.84 -2.36 -0.62
H 2.79 -0.69 -1.17
P -0.18 0.32 0.31
H 0.51 1.48 0.70
I -3.40 -0.24 -0.22
```

The calculation puts the total energy at -27792.26574 eV. Its multiplicity is 1. The orbital gap (alpha / beta) comes out at 7.041 / 7.243 eV.

5.
# C22H60N8O8

A cluster of 6 separate species, C22H60N8O8 in total at a distorted geometry (ωB97M-V with the def2-TZVPD basis set, the Open Molecules 2025 dataset).

Structure (XYZ):
```
98
Properties=species:S:1:pos:R:3
N 1.88 1.91 -32.39
C -10.01 -1.90 -27.34
H -0.28 -1.24 -33.99
H 3.34 -5.20 -24.72
H 0.00 -4.79 -25.30
H 7.35 -4.78 -35.04
H -0.52 -0.92 -27.77
C -8.77 -2.72 -27.55
H 0.75 -0.86 -35.41
H -8.51 -0.74 -29.62
H 0.72 -7.85 -25.57
H -0.62 0.79 -34.23
H -7.93 -2.37 -30.09
H 1.41 2.67 -31.92
C 7.79 -3.98 -34.44
C 5.07 -3.60 -32.00
H 5.87 -5.02 -33.35
H -3.75 -0.90 -24.84
C 1.38 -7.37 -24.85
C 2.25 -5.18 -24.65
H -9.66 -1.12 -26.66
H -6.83 -2.51 -27.91
H 5.23 -2.62 -31.56
C -2.67 -1.20 -26.44
H -8.58 -3.18 -26.58
H -0.84 2.37 -33.39
H -12.28 -3.09 -25.30
C -7.73 -1.48 -29.49
H -12.43 -1.53 -26.18
C 0.26 -0.42 -29.54
C -6.36 -0.85 -30.00
H 1.77 0.84 -34.24
H 2.21 -7.93 -24.41
C -11.74 -2.27 -25.77
N 0.17 -3.81 -25.14
N -7.65 -1.95 -28.07
H 1.98 -5.23 -23.59
H 0.75 -7.07 -24.02
H -1.32 -2.55 -26.01
H 1.29 3.71 -34.06
H -0.91 -0.05 -30.97
C 1.47 -2.81 -32.87
H -11.14 -1.79 -24.99
H 8.70 -4.44 -34.06
H -4.33 0.61 -28.86
H 3.32 -2.59 -25.22
H -3.67 0.49 -25.82
H 3.84 -3.13 -33.73
H 1.58 3.99 -37.21
O 6.89 -3.30 -33.61
H 1.29 -3.67 -33.52
H 2.27 -2.47 -23.68
C 6.24 -4.22 -32.71
H 2.50 3.02 -35.03
O -2.59 -1.26 -27.69
N -3.27 -0.40 -25.57
H -5.11 2.17 -29.52
O -10.98 -2.83 -26.83
H -10.42 -1.49 -28.27
H -0.16 3.95 -37.29
H 8.26 -3.23 -35.08
H 1.76 -3.84 -26.35
O -6.21 0.62 -29.67
N -0.95 -0.10 -29.97
H 2.96 -2.27 -31.44
C -0.27 1.44 -33.42
C 2.70 -3.15 -32.03
H -4.49 0.92 -30.60
N -2.16 -2.12 -25.65
H 0.57 -2.71 -32.27
C -4.94 1.09 -29.63
C 0.54 -1.58 -34.63
H 0.62 4.91 -35.98
H 0.19 -2.46 -35.17
H 1.16 -1.31 -27.89
H -6.43 -0.99 -31.08
H -0.54 0.82 -32.57
H 6.98 -4.70 -32.07
N 3.86 -3.56 -32.82
H -5.66 -1.56 -29.57
H 4.80 -4.26 -31.18
C 2.33 -2.55 -24.76
O 1.60 -6.14 -25.50
H -8.92 -3.59 -28.19
O 0.59 2.83 -35.86
O 1.70 -1.82 -33.85
N 0.34 -0.88 -28.30
H -0.13 -3.61 -24.19
H -2.21 -2.04 -24.65
O 1.15 -0.41 -30.36
H -1.74 -0.44 -29.43
H 1.66 1.09 -31.85
C 1.66 -3.84 -25.26
C 0.68 4.02 -36.60
C 1.48 2.85 -34.70
H 1.82 -1.63 -25.04
H 2.25 -3.77 -31.26
C 1.30 1.65 -33.69
```

The charge is +1. The calculation puts the total energy at -52074.59594 eV. Its multiplicity is 2. The orbital gap (alpha / beta) comes out at 7.647 / 2.678 eV.

6.
# C34H47N5OsP2S2

A structure of composition C34H47N5OsP2S2 at a distorted geometry (ωB97M-V with the def2-TZVPD basis set, the Open Molecules 2025 dataset).

Structure (XYZ):
```
91
Properties=species:S:1:pos:R:3
C 1.29 -6.73 1.59
C -1.58 3.63 -4.37
H 2.91 -0.26 1.90
N -0.04 1.75 0.13
H -2.66 -2.49 0.53
C -2.77 4.91 1.73
C 3.76 3.21 -2.00
N 2.85 1.99 -1.74
H 1.80 0.89 2.76
H -1.20 -3.26 -3.50
C 1.10 -5.29 1.77
C 4.16 3.21 -3.44
N 2.10 1.98 -3.96
H 4.63 3.01 -1.39
S 1.15 0.01 -2.49
C 0.72 -2.72 1.99
C -1.99 -4.43 -1.16
C -3.08 2.20 -3.22
C -0.85 4.25 0.43
H 3.24 4.15 -1.66
H -1.83 1.56 2.62
C -2.12 4.03 0.88
H -2.68 -1.02 3.81
H -2.57 3.12 0.51
N 1.32 -3.24 2.94
H -3.49 2.98 -5.14
C 1.43 -4.60 2.95
H -2.40 6.69 2.93
H -3.02 -4.58 -1.54
H -1.51 -1.48 -2.98
P 0.04 -2.54 -0.82
P 0.58 -0.78 1.99
C 1.84 -7.32 2.68
C 1.13 -3.37 -2.02
C 0.54 -3.40 0.75
H -0.96 -0.48 5.43
H -0.41 1.90 1.08
C 2.11 1.49 -2.73
H -1.29 1.72 4.30
H 2.32 -4.87 5.03
C -0.75 3.69 -3.25
H -2.56 1.59 -1.24
C -1.98 -0.97 2.96
H -3.81 4.76 2.10
H -1.85 -2.01 2.79
H -2.54 -0.51 2.07
H 0.77 5.55 0.40
H -2.80 -2.70 -3.23
H -1.28 -5.01 -1.75
H 0.14 4.29 -3.22
H 2.35 4.04 -4.31
C 2.91 3.15 -4.34
H 2.21 -3.15 -1.82
H 2.00 -8.38 2.51
H -1.34 4.16 -5.29
H 2.38 -0.52 3.66
H -2.62 -1.05 -0.52
H 0.90 -3.03 -3.01
H -0.10 1.88 2.98
H 4.88 2.40 -3.67
H 1.18 -7.27 0.67
C -2.64 -2.15 -0.50
C -0.73 -0.17 3.30
H 0.06 -1.72 4.67
N 0.73 -4.65 0.72
H -1.84 -4.71 -0.14
H 3.17 2.94 -5.37
H 2.80 1.55 -0.86
H -3.67 -2.37 -0.88
H 2.77 -7.37 4.61
C 2.23 -6.73 3.90
H 0.64 0.02 5.01
C -0.15 5.38 0.86
C -1.79 -2.53 -2.85
H 1.55 1.54 -4.68
C -2.27 2.22 -2.08
H 4.82 4.03 -3.57
Os 0.21 -0.15 -0.40
C 2.11 -0.17 2.67
C -1.68 -2.93 -1.32
H -4.01 1.72 -3.13
C -0.17 -0.64 4.69
C -1.10 2.95 -2.12
H 1.03 -4.41 -1.89
C -1.05 1.36 3.28
H -0.16 7.14 2.05
S -0.04 3.25 -0.71
C -0.73 6.25 1.76
C 2.10 -5.33 4.06
C -2.05 6.01 2.20
C -2.77 2.95 -4.34
```

The charge is +4. The calculation puts the total energy at -86145.95127 eV. Its multiplicity is 5. The orbital gap (alpha / beta) comes out at 7.158 / 4.346 eV.

7.
# C4H8N2

An isolated molecule of C4H8N2 at a distorted geometry (ωB97M-V with the def2-TZVPD basis set, the Open Molecules 2025 dataset).

Structure (XYZ):
```
14
Properties=species:S:1:pos:R:3
C -1.02 0.98 -0.04
H -0.90 -1.35 -0.52
H -1.95 -0.62 1.13
N 0.09 1.66 0.02
H 2.53 -0.55 -1.00
N 1.39 1.08 -0.09
H 0.55 -0.41 -1.17
H 0.30 -0.59 0.89
C 1.45 -0.24 -0.67
C -1.60 -0.48 -0.05
H 2.12 -0.60 1.63
C 1.29 -0.20 0.66
H -1.93 1.55 0.15
H -2.32 -0.24 -0.93
```

The calculation puts the total energy at -7251.57830 eV. Its multiplicity is 1. The orbital gap comes out at 10.066 eV. Its SMILES is C/C=N\N1CC1.

8.
# C2H6OS

An isolated molecule of C2H6OS at a distorted geometry (ωB97M-V with the def2-TZVPD basis set, the Open Molecules 2025 dataset).

Structure (XYZ):
```
10
Properties=species:S:1:pos:R:3
H -2.55 1.48 -0.54
H 0.27 -1.32 -1.07
C 0.31 -0.36 -0.63
O -2.35 0.94 0.20
H 0.45 0.44 -1.36
S -1.79 -0.57 -0.07
H 0.97 -0.77 1.46
C 1.21 -0.18 0.62
H 2.32 -0.45 0.42
H 1.14 0.80 0.97
```

The calculation puts the total energy at -15052.16001 eV. Its multiplicity is 1. The orbital gap comes out at 9.377 eV. Its SMILES is CCSO.

9.
# C7H10O

A structure of composition C7H10O at a distorted geometry (ωB97M-V with the def2-TZVPD basis set, the Open Molecules 2025 dataset).

Structure (XYZ):
```
18
Properties=species:S:1:pos:R:3
H -2.83 0.46 -0.31
H -1.94 -1.92 0.11
H 1.70 -1.32 -1.31
H 2.52 0.58 -1.05
H 0.61 2.46 0.15
H 0.90 1.01 1.51
H -2.24 2.16 0.42
O -1.39 -1.72 -0.51
H 0.75 -2.51 0.97
C 0.59 1.34 0.42
H 0.63 0.97 -1.83
C 1.07 -0.81 -0.45
C -2.06 1.11 -0.08
C -0.30 -0.77 -0.13
C 0.55 -1.38 0.89
C -0.76 0.58 0.02
C 1.28 0.63 -0.70
H 0.91 -0.86 1.87
```

The calculation puts the total energy at -9462.46125 eV. Its multiplicity is 1. The orbital gap comes out at 10.137 eV.

10.
# C6H18BrO6

A cluster of 5 separate species, C6H18BrO6 in total at a distorted geometry (ωB97M-V with the def2-TZVPD basis set, the Open Molecules 2025 dataset).

Structure (XYZ):
```
31
Properties=species:S:1:pos:R:3
H -1.35 1.90 -2.78
C -3.50 0.94 3.30
H -2.39 2.14 2.44
H -0.29 -2.75 -0.51
C -1.53 2.88 -4.36
O 1.05 -1.68 0.78
O 2.78 -2.57 1.96
C 3.51 -3.61 2.58
H -0.52 2.57 -4.63
H 2.51 1.71 -0.87
C 1.76 -2.82 1.09
H -2.67 0.53 3.88
H 2.98 -4.47 2.99
C -0.22 -1.84 0.09
O -2.06 1.96 -3.43
O -3.22 2.27 2.92
H 4.25 -3.79 1.81
H -2.07 3.01 -5.30
C 2.06 1.21 -1.73
O 1.50 -3.89 0.66
H -0.41 -0.90 -0.44
H -1.00 -1.65 0.82
H -4.30 0.80 4.02
H 0.42 2.00 -1.37
H 2.72 0.89 -2.53
H 4.13 -3.15 3.35
H 1.61 0.36 -1.23
O 0.96 1.98 -2.16
H -1.40 3.88 -3.94
Br -1.55 1.71 0.18
H -3.76 0.37 2.40
```

The charge is -1. The calculation puts the total energy at -88842.11114 eV. Its multiplicity is 1. The orbital gap comes out at 7.469 eV.

11.
# C3H5OP

An isolated molecule of C3H5OP at a distorted geometry (ωB97M-V with the def2-TZVPD basis set, the Open Molecules 2025 dataset).

Structure (XYZ):
```
10
Properties=species:S:1:pos:R:3
P 2.84 0.47 -0.05
H -0.10 1.59 0.15
C -1.66 0.05 -0.06
H -2.00 -0.45 0.85
H 0.73 -1.38 0.05
O 3.71 -0.69 0.02
H -1.74 -0.67 -0.88
C -0.24 0.52 0.08
C 0.79 -0.30 0.12
H -2.33 0.88 -0.27
```

The calculation puts the total energy at -14526.60214 eV. Its multiplicity is 1. The orbital gap comes out at 8.214 eV. Its SMILES is C/C=C/P=O.

12.
# C21H26N3O2

The ion C21H26N3O2 with charge +1 at a distorted geometry (ωB97M-V with the def2-TZVPD basis set, the Open Molecules 2025 dataset).

Structure (XYZ):
```
52
Properties=species:S:1:pos:R:3
C 0.39 -4.68 -1.00
H -6.22 2.18 3.29
H -0.13 -2.79 3.33
H 1.37 -4.43 -1.45
C 1.47 -6.16 2.23
H 0.90 -2.04 -0.33
C 4.82 2.31 3.23
H 2.52 -6.19 2.52
H -0.67 0.48 1.64
C 1.19 0.00 3.20
C -2.58 -2.05 2.86
H 0.95 -6.95 2.76
H 0.24 0.42 3.54
H 4.22 2.87 2.50
C 2.34 0.78 3.32
C 1.20 -1.29 2.67
C 2.46 -1.88 2.50
H 0.95 -4.40 3.44
C -0.10 -2.42 -0.05
H -1.56 -3.81 -0.86
H -0.79 -1.58 -0.07
H 4.50 2.55 4.25
C -0.08 -2.14 2.46
C 3.59 0.22 2.97
C -5.15 2.06 3.12
H 2.57 -2.95 2.34
H -2.55 -3.12 3.05
H -4.89 2.40 2.10
C -3.76 -1.36 3.05
H -0.03 -5.55 -1.51
H -2.70 1.78 2.13
C 3.64 -1.15 2.57
O 4.77 0.89 2.98
O -4.95 0.65 3.29
C -1.53 -0.04 2.07
H 2.27 1.80 3.71
N 0.89 -4.86 2.53
H 4.61 -1.59 2.37
C -1.41 -1.38 2.46
C 0.46 -4.24 1.41
C -0.53 -3.48 -1.04
H -4.66 -1.86 3.41
H -0.52 -3.06 -2.05
H 0.72 -7.14 0.42
H 2.26 -6.31 0.19
H -4.58 2.63 3.87
N -0.04 -2.99 1.32
H 5.88 2.54 3.11
C 1.31 -6.27 0.73
C -2.69 0.70 2.31
N 0.61 -5.06 0.37
C -3.81 0.04 2.88
```

The charge is +1. The calculation puts the total energy at -30758.21236 eV. Its multiplicity is 1. The orbital gap comes out at 8.698 eV. Its SMILES is COc1ccc(C(c2ccc(OC)cc2)N2CCCN3CC[NH+]=C32)cc1.